Below is a molecular structure, C5H6O, with properties calculated with ωB97M-V/def2-TZVPD.

The geometry in XYZ format:
```
12
Properties=species:S:1:pos:R:3:lowdin_charge:R:1
O -1.478 1.891 0.633 0.0328
C -0.685 1.052 0.240 -0.4364
C -1.104 -0.249 -0.694 -0.0626
C -0.087 -0.952 0.078 -0.0728
C 1.249 -0.400 -0.135 -0.1765
C 0.657 0.747 0.640 -0.0058
H -2.150 -0.541 -0.534 0.1156
H -0.879 -0.071 -1.756 0.1160
H -0.326 -1.676 0.844 0.1312
H 1.557 -0.216 -1.162 0.1112
H 2.027 -0.897 0.439 0.1173
H 1.218 1.314 1.407 0.1299
```

Values from the calculation:
F_max: 1.09 eV/Å
ΔE to the lowest compared entry with this formula, charge and spin: 52.7 kcal per mole